# 1
2 unconnected molecules or ions with the total composition C21H26N2O8S at a distorted geometry. Source: the OMol25 dataset; level of theory: ωB97M-V with the def2-TZVPD basis set.

SMILES   O=S1(=O)Oc2cc(O)ccc2-c2cc(O)c(O)cc21.CNC(=O)[C@H](CC(C)C)NC(C)=O
Energy relative to the best compared isomer or geometry (same formula, charge and spin)   0.025 eV
Lowest unoccupied orbital energy   0.02 eV
Electronic energy   -1925.4748 hartree

```
! wB97M-V def2-TZVPD RIJCOSX def2/J DEFGRID3
* xyz 0 1
O 1.73760 0.68725 -4.11794
O -1.47132 -2.47626 -3.63695
O 4.13477 1.52962 4.25488
O 2.23835 2.71605 5.18245
O -1.63815 2.72187 0.00491
O 0.27325 -3.50156 5.97573
O 2.56675 -2.63329 7.17117
O 2.11905 1.95792 2.71289
C 1.89634 0.27644 -2.97568
C -0.66192 -1.56352 -3.77443
C -1.71303 0.91024 1.54037
C 0.24940 2.27011 1.40876
C -1.13090 0.16369 2.56327
C 0.21800 -1.57484 4.55322
C 2.54968 -0.67336 5.76607
C -1.03201 1.97155 0.96817
C 0.81480 -2.32079 5.56519
C 1.98722 -1.87968 6.17833
C 0.85251 1.54444 2.43698
C 0.16497 0.45995 3.04127
C 0.77110 -0.35349 4.12133
C 1.93975 0.07740 4.74833
N 0.06315 -1.42129 -4.88792
N 0.93092 -0.27171 -2.23405
C 3.25327 0.38578 -2.32142
C -0.02878 -2.29278 -6.05615
C -3.48355 -0.05232 -1.92851
C -3.35372 2.01389 -3.27477
C -2.74611 0.62176 -3.08726
C -1.22897 0.76003 -2.84522
C -0.46543 -0.56062 -2.61881
S 2.66617 1.65385 4.25590
H -1.10318 3.50266 -0.20830
H 0.85545 -3.83590 6.68343
H 3.37654 -2.20348 7.49893
H -2.71922 0.67984 1.20642
H 0.80533 3.08705 0.96431
H -1.73467 -0.63518 2.97991
H -0.67569 -1.99810 4.11656
H 3.46160 -0.30802 6.23382
H 0.70727 -0.63683 -4.91909
H 1.19784 -0.56279 -1.30730
H 3.65245 -0.61186 -2.14687
H 3.16089 0.91956 -1.37759
H 3.92187 0.93318 -2.98455
H -1.07769 -2.46958 -6.30154
H 0.44723 -3.25042 -5.83996
H 0.46396 -1.82686 -6.91006
H -4.55288 -0.07377 -2.13772
H -3.14324 -1.08069 -1.81441
H -3.30973 0.50095 -1.00813
H -4.41768 1.92741 -3.49505
H -2.86609 2.51784 -4.10903
H -3.22248 2.60566 -2.36889
H -2.91745 0.04854 -3.99829
H -1.06469 1.39877 -1.98427
H -0.80203 1.26387 -3.71272
H -0.91687 -1.03821 -1.74971
*
```

***

# 2
3 unconnected molecules or ions with the total composition H2O5P2 at a distorted geometry. Source: the OMol25 dataset; level of theory: ωB97M-V with the def2-TZVPD basis set.

Energy relative to the best compared isomer or geometry (same formula, charge and spin)   2.379 eV
Lowest unoccupied orbital energy   6.35 eV
Electronic energy   -1060.2254 hartree

```
! wB97M-V def2-TZVPD RIJCOSX def2/J DEFGRID3
* xyz -2 1
O -0.02066 0.58302 1.64546
O 1.79315 -1.05026 1.62642
O 1.39937 1.26267 3.97956
O -2.35563 -2.47761 -4.71900
O -2.24673 -0.35055 -5.95789
P -2.20582 -0.98001 -4.59210
P 1.60375 0.40708 1.52155
H -0.23429 1.34860 2.15652
H 2.26685 1.25706 4.33948
*
```

***

# 3
A single C4H5N3O2 molecule at a distorted geometry. Source: the OMol25 dataset; level of theory: ωB97M-V with the def2-TZVPD basis set.

SMILES   [H]/N=C(/NO)c1ccon1
Energy relative to the best compared isomer or geometry (same formula, charge and spin)   5.128 eV
Lowest unoccupied orbital energy   0.54 eV
Electronic energy   -470.0513 hartree

```
! wB97M-V def2-TZVPD RIJCOSX def2/J DEFGRID3
* xyz 0 1
C 1.10906 0.68378 -0.09260
C -0.34199 0.27224 -0.02690
C -1.45721 1.04463 0.37724
C -2.50907 0.21290 0.15099
H 1.28912 -2.06291 0.19241
H 2.94587 -0.02040 -0.33909
H 0.89389 2.55438 0.17963
H -1.56305 2.08579 0.69940
H -3.52971 0.30916 0.32015
N 2.01168 -0.39674 -0.35788
N 1.55237 1.85826 -0.16738
N -0.69112 -0.94212 -0.35359
O 1.92153 -1.46378 0.61507
O -2.04045 -1.00911 -0.28418
*
```

***

# 4
A gas-phase ion, C3H5O4 (charge -1) at a distorted geometry. Source: the OMol25 dataset; level of theory: ωB97M-V with the def2-TZVPD basis set.

SMILES   CC(O)(O)C(=O)[O-]
Energy relative to the best compared isomer or geometry (same formula, charge and spin)   1.772 eV
Lowest unoccupied orbital energy   4.10 eV
Electronic energy   -418.3168 hartree

```
! wB97M-V def2-TZVPD RIJCOSX def2/J DEFGRID3
* xyz -1 1
C -2.09452 0.18452 0.11030
C 0.59537 0.00180 -0.68752
C -0.39228 -0.39951 0.39185
O -2.50936 -0.00783 -0.99837
O -2.48830 0.70870 1.15856
O -0.37955 -1.88080 0.48409
O -0.09561 0.10843 1.63656
H 0.76656 -0.69656 -1.72437
H 1.65788 -0.02848 -0.30902
H 0.34579 1.05355 -0.93135
H 0.05052 -1.90110 1.34231
H -0.99740 0.39920 1.98551
*
```